Version one
Below is a single C6H16N2 molecule, with properties calculated with wB97M-V/def2-TZVPD.

CARTESIAN COORDINATES (ANGSTROEM)
C 2.892 -1.574 0.378
C 1.382 -1.455 0.580
C 1.019 0.023 0.380
C -0.538 0.259 0.393
C -0.906 1.695 0.780
N -2.400 2.103 0.468
N -1.221 -0.175 -0.897
C -0.460 -0.848 -1.895
H 3.392 -2.518 0.384
H 3.286 -0.979 1.186
H 3.174 -0.978 -0.612
H 0.843 -1.970 -0.188
H 1.181 -1.909 1.582
H 1.426 0.380 -0.592
H 1.333 0.667 1.219
H -0.858 -0.432 1.167
H -0.339 2.523 0.107
H -0.618 2.030 1.811
H -2.964 1.237 0.187
H -2.867 2.485 1.246
H -1.516 0.615 -1.404
H -0.092 -1.892 -1.619
H 0.468 -0.443 -2.270
H -0.839 -0.915 -2.897

E_LUMO	1.08	eV
HOMO	-8.78	eV
gap between HOMO and LUMO	0.362	hartree
SMILES string	CCC[C@@H](CN)NC

---

Version two
Below is 2 unconnected molecules or ions with the total composition C6H16N2, with properties calculated with wB97M-V/def2-TZVPD.

CARTESIAN COORDINATES (ANGSTROEM)
C -3.187 0.720 0.519
C -1.740 0.753 -0.021
N -1.094 -0.467 0.285
C 0.695 -1.977 -0.155
C 0.171 -0.557 -0.085
C 1.123 0.495 0.862
N 2.372 0.038 0.869
C 3.341 0.990 0.396
H -3.650 -0.254 0.407
H -3.798 1.554 0.187
H -3.080 0.934 1.587
H -1.310 1.633 0.472
H -1.700 0.980 -1.093
H -1.769 -1.909 -3.115
H 0.126 -2.526 -0.898
H 1.749 -1.947 -0.444
H 0.660 -2.570 0.754
H 0.315 -0.156 -1.095
H -1.786 -1.413 -2.545
H 0.732 0.444 1.880
H 1.002 1.507 0.439
H 3.216 1.965 0.864
H 4.343 0.630 0.622
H 3.268 1.133 -0.688

E_LUMO	-1.44	eV
HOMO	-7.79	eV
gap between HOMO and LUMO	0.233	hartree

---

Version three
Below is a single C6H16N2 molecule, with properties calculated with wB97M-V/def2-TZVPD.

CARTESIAN COORDINATES (ANGSTROEM)
C -3.188 1.657 -1.244
C -1.972 0.972 -1.834
N -0.782 1.307 -1.004
C -0.448 0.199 0.008
C 0.951 0.334 0.688
N 1.716 -1.002 0.619
C 3.180 -0.932 0.989
C 1.180 -2.068 1.329
H -3.340 1.268 -0.233
H -4.102 1.646 -1.907
H -3.186 2.814 -1.256
H -2.141 -0.193 -1.926
H -1.623 1.442 -2.852
H 0.159 1.532 -1.426
H -0.705 -0.809 -0.488
H -1.157 0.305 0.779
H 1.496 1.109 0.195
H 0.490 0.584 1.768
H 3.510 -1.676 1.690
H 3.413 0.093 1.278
H 3.796 -1.200 0.184
H 1.123 -2.159 2.481
H 1.539 -3.073 1.067
H 0.091 -2.148 1.092

E_LUMO	1.13	eV
HOMO	-8.46	eV
gap between HOMO and LUMO	0.353	hartree
SMILES string	CCNCCN(C)C

---

Relative to the most stable one, in eV, the structures come out at version one 0.000; version two 3.651; version three 1.017.

---

Version one
Below is a single C10H17N molecule, with properties calculated with wB97M-V/def2-TZVPD.

CARTESIAN COORDINATES (ANGSTROEM)
C -1.961 -0.868 -0.382
C -0.766 -1.061 -1.304
C 0.237 -0.036 -0.727
C 0.148 1.448 -1.265
C -0.514 2.308 -0.241
C 0.012 1.675 1.065
C -0.054 0.120 0.834
C -1.436 -0.568 1.009
C 1.065 -0.741 1.461
N 1.548 -1.646 0.369
C 1.653 -0.723 -0.775
H -2.512 0.017 -0.772
H -2.648 -1.697 -0.436
H -1.028 -0.776 -2.308
H -0.371 -2.082 -1.280
H -0.207 1.421 -2.324
H 1.210 1.711 -1.422
H -1.624 2.281 -0.283
H -0.181 3.357 -0.403
H -0.494 2.009 1.983
H 1.067 1.883 1.158
H -1.337 -1.509 1.517
H -2.209 0.074 1.512
H 1.836 -0.036 1.900
H 0.637 -1.281 2.288
H 2.497 -2.057 0.557
H 2.374 0.035 -0.560
H 1.845 -1.143 -1.757

E_LUMO	0.99	eV
HOMO	-9.00	eV
gap between HOMO and LUMO	0.367	hartree
SMILES string	C1C[C@]23CCC[C@@]2(C1)CNC3

---

Version two
Below is 2 unconnected molecules or ions with the total composition C10H17N, with properties calculated with wB97M-V/def2-TZVPD.

CARTESIAN COORDINATES (ANGSTROEM)
C 1.303 -0.016 -3.465
C 2.043 -0.410 -2.133
C 1.080 -1.192 -1.067
C 2.744 0.830 -1.513
C 3.337 -1.041 -2.559
H 1.432 -1.005 -4.096
H 0.336 0.309 -3.003
H 1.824 0.660 -4.035
H 1.763 -2.018 -0.376
H 0.409 -0.435 -0.636
H 0.392 -1.841 -1.692
H 3.424 0.627 -0.621
H 1.863 1.580 -1.623
H 3.401 1.143 -2.373
H 3.922 -0.302 -3.231
H 4.042 -1.293 -1.748
H 3.262 -1.987 -2.977
C -1.284 -0.619 2.091
C -1.177 0.332 1.141
C -2.083 1.378 1.257
N -2.897 1.551 2.350
C -3.018 0.427 3.120
C -2.305 -0.721 3.104
H -0.472 -1.485 1.940
H -0.708 0.179 0.121
H -2.267 2.144 0.323
H -3.693 0.770 4.005
H -2.488 -1.706 3.703

E_LUMO	0.61	eV
HOMO	-9.60	eV
gap between HOMO and LUMO	0.375	hartree
SMILES string	CC(C)(C)C.c1ccncc1

---

Relative to the most stable one, in eV, the structures come out at version one 0.000; version two 4.376.

---

Version one
Below is 2 unconnected molecules or ions with the total composition C13H19N, with properties calculated with wB97M-V/def2-TZVPD.

CARTESIAN COORDINATES (ANGSTROEM)
C 3.073 0.674 -1.956
C 2.183 -0.335 -1.386
C 2.575 -1.206 -0.409
N 1.517 -2.190 -0.335
C 0.536 -1.892 -1.281
C -0.742 -2.517 -1.378
C -1.558 -1.798 -2.248
C -1.332 -0.597 -2.979
C -0.076 -0.013 -2.689
C 0.865 -0.662 -1.904
H 2.908 1.168 -2.863
H 4.022 0.053 -2.127
H 3.290 1.428 -1.193
H 3.377 -1.154 0.318
H 1.663 -3.079 0.072
H -1.184 -3.193 -0.746
H -2.629 -2.197 -2.334
H -1.952 -0.048 -3.575
H 0.061 1.005 -3.150
C -0.698 2.448 2.122
C -0.978 0.981 2.568
C -2.323 0.921 3.346
C -0.697 0.220 1.298
H -1.349 3.230 2.546
H -0.814 2.575 1.017
H 0.311 2.739 2.344
H -0.283 0.613 3.272
H -2.393 1.457 4.287
H -3.070 1.331 2.742
H -2.532 -0.095 3.682
H 0.487 0.118 1.101
H -1.029 -0.696 1.383
H -1.232 0.710 0.454

E_LUMO	0.88	eV
HOMO	-7.84	eV
gap between HOMO and LUMO	0.320	hartree
SMILES string	Cc1c[nH]c2ccccc12.CC(C)C

---

Version two
Below is 2 unconnected molecules or ions with the total composition C13H19N, with properties calculated with wB97M-V/def2-TZVPD.

CARTESIAN COORDINATES (ANGSTROEM)
C -3.982 -0.878 -1.523
C -2.921 -0.011 -0.965
C -2.143 0.767 -1.827
N -1.363 1.533 -1.119
C -1.468 1.303 0.231
C -0.605 1.733 1.257
C -0.714 1.048 2.451
C -1.725 0.038 2.630
C -2.608 -0.245 1.677
C -2.383 0.206 0.388
H -4.661 -0.180 -2.094
H -4.421 -1.371 -0.753
H -3.484 -1.635 -2.275
H -2.447 0.806 -2.929
H -0.773 2.314 -1.402
H -0.079 2.800 1.143
H -0.042 1.235 3.229
H -1.559 -0.326 3.553
H -3.520 -1.025 1.856
C 2.661 -1.733 0.685
C 2.920 -0.665 -0.521
C 1.845 0.364 -0.464
C 4.425 -0.179 -0.655
H 3.115 -1.478 1.633
H 2.952 -2.695 0.428
H 1.615 -1.742 0.991
H 2.713 -1.245 -1.379
H 2.219 1.326 -0.658
H 1.330 0.267 -1.559
H 0.949 0.147 0.222
H 4.788 -1.260 -0.871
H 4.615 0.431 -1.511
H 4.751 0.348 0.132

E_LUMO	0.84	eV
HOMO	-7.55	eV
gap between HOMO and LUMO	0.308	hartree
SMILES string	Cc1c[nH]c2ccccc12.CC(C)C

---

Relative to the most stable one, in eV, the structures come out at version one 0.000; version two 1.320.